# 1
{"formula": "C39H54BN7O", "method": "ωB97M-V with the def2-TZVPD basis set", "gap_ev": 8.976, "charge": 6, "lumo_ev": -14.23, "elements": ["B", "H", "H", "H", "H", "C", "C", "O", "N", "H", "H", "C", "H", "H", "H", "H", "H", "H", "C", "N", "C", "C", "C", "C", "C", "C", "C", "C", "N", "C", "C", "C", "H", "H", "H", "H", "H", "H", "H", "H", "H", "H", "H", "H", "H", "H", "C", "N", "C", "C", "C", "C", "C", "C", "C", "C", "N", "C", "C", "C", "H", "H", "H", "H", "H", "H", "H", "H", "H", "H", "H", "H", "H", "H", "C", "N", "C", "C", "C", "C", "C", "C", "C", "C", "N", "C", "C", "C", "H", "H", "H", "H", "H", "H", "H", "H", "H", "H", "H", "H", "H", "H"], "positions_angstrom": [[0.5327, 0.8366, 0.3753], [-0.5738, 1.1315, 0.7257], [0.5432, -0.1747, -0.2604], [0.9956, 1.7363, -0.2785], [1.2576, 0.6860, 1.3187], [0.8773, 5.0695, -0.1816], [0.4533, 4.8064, 1.2355], [-0.1287, 5.5578, 1.9342], [0.8027, 3.4329, 1.8196], [0.8051, 2.6483, 1.0960], [1.8136, 3.4144, 1.9924], [-0.0368, 2.9905, 2.9690], [1.4297, 6.0079, -0.1851], [-0.0197, 5.1233, -0.7951], [1.5413, 4.2960, -0.5718], [-0.0498, 3.7305, 3.7630], [0.4193, 2.0537, 3.2745], [-1.0450, 2.8589, 2.5894], [8.2186, 3.9436, 1.8772], [7.3818, 3.3449, 0.7738], [6.6657, 4.1437, -0.0267], [5.8108, 3.6119, -0.9771], [5.7265, 2.2327, -1.1350], [6.6623, 1.4625, -0.4355], [7.4334, 2.0178, 0.5617], [4.8591, 1.5972, -2.1779], [5.2797, 1.5888, -3.4977], [4.5152, 0.9528, -4.4507], [3.3744, 0.3416, -4.1232], [2.9220, 0.3614, -2.8510], [3.6396, 0.9565, -1.8443], [2.5765, -0.3386, -5.1863], [9.2271, 3.9715, 1.4672], [8.2120, 3.2416, 2.7051], [7.7965, 4.9128, 2.1073], [6.5470, 5.1750, 0.2795], [5.1979, 4.2739, -1.5751], [6.7819, 0.4362, -0.7597], [8.1303, 1.4335, 1.1469], [6.1575, 2.1266, -3.8329], [4.7852, 0.9090, -5.4983], [1.9923, -0.1579, -2.6712], [3.2458, 0.9448, -0.8378], [1.5437, -0.2381, -4.8579], [2.8132, -1.3989, -5.1742], [2.7004, 0.1705, -6.1345], [-2.3613, 2.7877, -0.8124], [-2.8674, 1.4615, -1.2291], [-2.0643, 0.5752, -1.8202], [-2.5736, -0.6378, -2.2755], [-3.8679, -1.0283, -1.9346], [-4.6183, -0.1338, -1.1686], [-4.1101, 1.0943, -0.8356], [-4.4996, -2.2539, -2.5130], [-5.8273, -2.2152, -2.9420], [-6.4318, -3.3632, -3.4097], [-5.7883, -4.5389, -3.3368], [-4.5098, -4.6133, -2.9286], [-3.8296, -3.4725, -2.5441], [-6.4106, -5.7654, -3.9059], [-1.4592, 2.9888, -1.3835], [-2.2064, 2.7843, 0.2597], [-3.0754, 3.5351, -1.1574], [-1.0707, 0.8552, -2.1350], [-1.9928, -1.2504, -2.9513], [-5.6075, -0.3420, -0.7799], [-4.6338, 1.8321, -0.2432], [-6.3075, -1.2680, -3.1555], [-7.4192, -3.4013, -3.8507], [-4.0432, -5.5873, -2.9760], [-2.8192, -3.5713, -2.1724], [-6.2167, -6.6915, -3.3788], [-6.1660, -5.8069, -4.9686], [-7.4836, -5.5720, -3.9373], [2.9258, -3.7091, 1.2594], [1.5450, -3.3757, 1.7026], [1.1854, -3.8212, 2.9138], [-0.0246, -3.4676, 3.4449], [-0.8482, -2.5591, 2.7756], [-0.4464, -2.1358, 1.5070], [0.7475, -2.5973, 0.9526], [-2.0903, -2.1223, 3.4783], [-2.1317, -0.8994, 4.1443], [-3.2780, -0.4720, 4.7815], [-4.3817, -1.2449, 4.7558], [-4.3795, -2.4364, 4.1388], [-3.2586, -2.8807, 3.4755], [-5.5940, -0.8268, 5.4995], [3.2261, -3.0983, 0.4182], [2.9281, -4.7749, 1.0295], [3.5940, -3.5889, 2.1085], [1.8792, -4.4487, 3.4575], [-0.2445, -3.6901, 4.4821], [-1.0018, -1.4491, 0.8835], [1.1010, -2.2859, -0.0155], [-1.2635, -0.2543, 4.1201], [-3.4355, 0.4968, 5.2336], [-5.3146, -2.9805, 4.1520], [-3.3222, -3.8150, 2.9326], [-5.3671, -0.0195, 6.1921], [-5.9077, -1.6533, 6.1356], [-6.3945, -0.5147, 4.8340]], "atomic_forces_ev_per_a": [[0.287, -0.130, -0.046], [-0.557, 0.018, 0.201], [-0.057, -0.305, -0.541], [0.117, 0.427, -0.545], [0.205, -0.107, 0.520], [0.584, -0.581, 0.401], [-0.273, 0.570, -0.059], [0.016, -0.439, 0.039], [0.486, -0.689, -1.001], [-0.609, 0.717, 0.166], [-0.110, 0.401, 0.754], [0.479, 0.195, -0.038], [-0.318, 0.209, -0.147], [0.045, 0.274, -0.084], [-0.145, -0.087, 0.002], [0.186, 0.048, -0.041], [-0.320, -0.059, 0.267], [0.002, -0.133, 0.038], [0.002, -0.752, -0.853], [0.285, 0.059, 0.311], [-1.205, -0.179, 0.693], [-0.320, -0.159, -0.133], [0.973, 0.403, -0.286], [-0.565, -0.371, -0.382], [0.086, 0.097, -0.612], [-0.358, -0.300, 0.454], [-0.037, 0.386, -0.107], [-0.046, -0.162, -0.313], [-0.092, 0.119, -0.108], [0.171, -0.256, -0.060], [0.722, 0.398, -0.420], [-0.539, 0.111, 1.021], [0.070, 0.457, 0.217], [-0.158, 0.215, 0.192], [0.249, 0.082, 0.217], [0.630, 0.152, -0.290], [0.046, 0.109, 0.099], [0.083, -0.157, 0.587], [0.017, 0.087, 0.083], [0.139, -0.150, 0.132], [0.128, 0.078, 0.035], [-0.052, 0.088, 0.034], [0.017, -0.001, 0.017], [-0.080, 0.019, -0.293], [0.290, 0.044, -0.398], [0.215, -0.198, -0.095], [-0.181, 0.153, -0.990], [0.204, -0.334, 0.954], [-0.399, -0.565, -1.469], [-0.206, -0.053, 0.411], [-0.096, 0.345, -0.871], [-0.341, 0.153, 0.545], [0.544, 0.193, -0.154], [-0.213, -0.092, 0.701], [0.307, 0.326, -0.958], [0.059, -0.282, 0.227], [0.612, -0.618, -0.211], [0.065, 0.397, -0.196], [-0.175, -0.246, 0.444], [-1.386, 0.669, -0.935], [0.227, -0.149, 0.322], [0.044, 0.144, 0.008], [-0.173, -0.006, 0.385], [0.005, 0.400, 0.385], [0.208, 0.011, 0.160], [-0.043, -0.250, -0.291], [-0.226, -0.037, -0.141], [-0.245, -0.039, 0.448], [-0.049, 0.180, 0.095], [-0.050, -0.033, 0.101], [0.045, -0.013, -0.136], [0.376, 0.198, 0.232], [0.520, -0.249, 0.145], [-0.021, -0.256, 0.385], [-0.228, -0.836, 0.299], [0.703, 0.119, -0.421], [-0.259, -0.118, 0.105], [-0.164, 0.889, 0.630], [0.314, -0.509, -0.260], [0.067, -0.295, -0.516], [-0.507, 0.053, 1.424], [-0.575, 0.545, -0.135], [0.371, 0.338, -0.120], [-0.572, -0.293, -0.487], [0.172, 0.000, 0.416], [-0.087, 0.273, -0.130], [0.189, -0.373, -0.289], [-0.289, 0.032, 0.696], [-0.074, 0.007, -0.039], [0.133, 0.094, -0.357], [0.035, 0.298, -0.073], [0.121, 0.032, -0.106], [-0.025, -0.519, -0.134], [-0.193, 0.071, 0.266], [0.073, -0.008, 0.018], [-0.028, 0.030, 0.188], [0.412, -0.022, 0.202], [0.061, -0.104, 0.086], [0.055, -0.072, 0.145], [0.228, 0.116, -0.235], [-0.116, -0.112, -0.231], [0.085, -0.134, -0.162]]}

---

# 2
{"formula": "CH4N2OS", "method": "ωB97M-V with the def2-TZVPD basis set", "gap_ev": [6.735, 6.731], "relative_energy_ev": 6.7303, "lumo_ev": [-2.35, -2.35], "elements": ["C", "N", "N", "O", "S", "H", "H", "H", "H"], "positions_angstrom": [[0.0613, 0.2636, -0.1718], [0.7838, -1.0270, -0.6734], [-0.6098, -0.1175, 0.9104], [1.7346, -1.2680, 0.2806], [1.3538, -1.8558, 1.8384], [0.8615, 1.1688, -0.2334], [-0.5127, 0.4732, -1.1277], [0.1185, -1.8468, -0.8205], [-0.4867, 0.4744, 1.7178]], "atomic_forces_ev_per_a": [[2.254, 1.543, -3.189], [0.248, -0.583, -0.131], [-0.958, -0.705, 1.796], [0.334, -0.814, 0.952], [-1.294, 1.666, -2.664], [-1.444, -2.177, 0.781], [-0.199, -0.484, 1.153], [0.776, 1.356, 0.988], [0.282, 0.198, 0.313]]}

---

| no. | molecular weight (g mol⁻¹) |
| --- | --- |
| 1 | 647.7 |
| 2 | 92.1 |